ORCA calculation (ωB97M-V with the def2-TZVPD basis set) on a 4-piece molecular cluster, C4H16O4 overall in a non-equilibrium geometry.

## Properties
energy above the lowest of the compared OMol25 structures with the same formula, charge and spin = 62.59 kcal per mole
⟨S²⟩ = 0.75
HOMO energy (spin up / spin down) = -12.86 / -12.86 eV
2S+1 = 2
total charge = +1
DFT total energy = -462.50966 Ha

Geometry as XYZ:
```
24
Properties=species:S:1:pos:R:3:lowdin_charge:R:1
O 10.61 3.72 1.53 -0.129
O 11.71 8.67 0.95 0.260
O 15.68 3.04 0.63 -0.114
O 11.63 5.91 0.35 -0.129
C 12.99 5.58 -0.10 -0.074
C 11.32 9.30 -0.27 0.041
C 14.90 2.75 1.76 -0.174
C 10.00 4.15 2.73 -0.127
H 10.51 8.73 -0.73 0.148
H 9.80 5.22 2.72 0.084
H 13.41 6.36 -0.74 0.086
H 12.14 9.32 -0.99 0.154
H 14.08 3.42 2.01 0.052
H 11.17 5.12 0.64 0.030
H 13.12 4.63 -0.61 0.089
H 10.54 3.87 3.63 0.090
H 10.62 2.76 1.59 0.105
H 11.81 7.74 0.72 0.076
H 11.11 10.36 -0.18 0.123
H 15.20 2.78 -0.15 0.071
H 9.01 3.70 2.79 0.088
H 13.60 5.37 0.78 0.077
H 15.61 2.82 2.58 0.089
H 14.52 1.75 1.60 0.085
```

---

ORCA calculation (ωB97M-V with the def2-TZVPD basis set) on one molecule with the formula C4H8O2 in a non-equilibrium geometry.

## Properties
energy above the lowest of the compared OMol25 structures with the same formula, charge and spin = 65.44 kcal per mole
HOMO energy = -9.55 eV
DFT total energy = -307.60814 Ha
structure (SMILES) = CC(=O)[C@@H](C)O

Geometry as XYZ:
```
14
Properties=species:S:1:pos:R:3:lowdin_charge:R:1
O -0.69 -1.16 -0.84 0.032
O 0.79 1.36 1.16 -0.037
C 1.60 -0.63 -0.98 -0.005
C -1.95 0.28 0.49 -0.003
C 0.74 0.12 0.42 -0.215
C -0.64 -0.29 0.00 -0.429
H -2.54 -0.59 0.78 0.092
H 1.17 -0.54 1.16 0.132
H 0.43 2.14 0.71 0.094
H -1.88 0.99 1.31 0.073
H -2.45 0.73 -0.38 0.094
H 2.64 -0.62 -0.67 0.036
H 1.42 -0.09 -1.91 0.057
H 1.38 -1.70 -1.25 0.078
```